ORCA calculation (wB97M-V/def2-TZVPD) on a structure of composition C12H30ClLi2N2O4 at a distorted geometry.

```
51
Properties=species:S:1:pos:R:3:forces:R:3
Cl 5.38182 6.61202 -4.96077 0.4374 0.7782 -1.1412
C 3.60247 2.16503 -1.81988 -0.1350 0.1713 0.3216
H 2.66096 -0.85180 -2.58595 0.0604 -0.0397 0.0148
C 2.95885 -0.08078 -1.87956 -0.1302 -0.4034 0.4784
O 9.61407 7.00180 -3.09570 -0.0261 -0.3523 -0.3222
H 9.08043 4.66531 -1.93715 0.2664 -0.1389 -0.5182
O 3.40643 1.02185 -2.61589 -0.0434 0.1289 -0.1900
H 1.74997 2.94423 -3.86870 0.1488 -0.2797 -0.4090
H 8.99200 8.91595 -3.52922 0.1797 -0.0399 -0.1331
H -0.73692 3.97997 -6.90658 0.2501 -0.1844 -0.0984
H 8.68069 6.81692 -1.28629 -0.2189 0.2379 -0.0443
C 9.82431 2.84276 -4.12999 -0.6345 -0.8421 -0.1452
H 4.27212 1.94516 -0.97653 0.0130 -0.1203 -0.0838
H 12.16313 2.94470 -5.61943 -0.0612 -0.3369 0.3175
O 0.88228 4.73461 -5.93380 -0.0736 0.0807 0.2391
H 7.59902 7.24015 -2.63149 -0.0105 -0.0787 -0.2151
H 10.76093 8.62303 -3.56735 0.0646 -0.1486 -0.1107
Li 5.22241 8.84526 -5.50038 -0.1781 -0.4840 0.4761
H 7.38054 4.87177 -1.85647 0.0098 0.1891 -0.0938
O 10.58862 3.87716 -4.65614 -0.0169 0.2488 0.1485
H 0.71385 5.13651 -3.87423 -0.1123 -0.0784 -0.0734
H -1.06858 4.50509 -5.28856 0.1349 -0.2011 0.2057
C 9.83483 8.36882 -3.06338 -0.4713 0.8821 0.4854
H 12.35721 3.10557 -3.82466 -0.1933 -0.1728 0.0336
N 3.17248 4.22839 -3.10087 -0.7187 0.1856 -0.6337
H 3.00808 3.47934 -5.07271 -0.2770 -0.2483 -0.1659
H 7.88048 2.66493 -3.20391 0.1953 -0.0236 0.0078
H 12.50507 4.48520 -4.91092 -0.1876 0.0360 0.1834
C -0.31477 3.99360 -5.90308 -0.3870 0.2297 -0.0182
Li 6.71430 6.19767 -6.92043 -0.1789 -0.3237 0.7379
H 10.21953 2.47654 -3.17205 0.0312 0.3620 0.0903
H 2.64771 2.51831 -1.40130 0.0655 -0.1329 0.0431
H 7.29836 5.02670 -4.25394 -0.3738 -0.2206 0.0797
H 3.73990 -0.47218 -1.21115 0.0487 0.0269 -0.1794
C 4.16951 3.27418 -2.67560 0.7155 0.2870 -0.2271
H 2.06620 5.82267 -4.79180 0.0618 -0.0540 0.3142
H 9.82990 1.95393 -4.78882 0.2291 0.1170 0.0557
H 9.87391 8.74977 -2.02989 0.1871 -0.0755 -0.0800
H 4.93000 3.83811 -2.12810 -0.0688 -0.1114 0.1611
C 1.45744 4.92026 -4.64637 0.3100 0.3928 -0.8970
N 8.12934 4.66400 -3.82736 0.4863 0.2626 -0.2576
C 8.47727 6.63963 -2.35411 0.3710 -0.4179 0.4677
H 7.79698 2.89565 -4.89927 0.1243 0.3477 -0.2199
H -0.14278 2.97638 -5.54468 -0.1654 -0.0496 -0.0026
C 2.35588 3.77162 -4.24156 0.1950 0.2926 1.1420
H 4.70066 2.79881 -3.52210 -0.1051 0.0228 0.0530
H 2.10185 0.14911 -1.23060 -0.0357 0.1615 -0.2168
C 11.95175 3.55863 -4.73211 0.6249 0.4513 -0.7850
H 3.58602 5.10406 -3.39362 0.3337 -0.0396 0.2144
C 8.25944 5.14333 -2.47594 -0.4517 -0.0457 0.6322
C 8.34083 3.24922 -4.02039 -0.2895 -0.2489 0.3582
```
Forces are in eV/Å.

E_tot, eV: -37026.3154
Charge: +1

Mulliken atomic charge list, values in e, 6 entries:
1. Cl -0.711
2. C -0.829
3. H 0.251
4. C -0.782
5. O -0.201
6. H 0.417

ORCA calculation (wB97M-V/def2-TZVPD) on a structure of composition C12H30ClN2O4 at a distorted geometry.

```
49
Properties=species:S:1:pos:R:3:forces:R:3
C -2.20445 3.79086 -4.28366 0.2145 -0.5794 0.0661
N -2.48987 0.94034 -0.88528 -3.5742 2.8455 -1.5028
H -2.96956 3.33456 -4.91176 -0.1503 -0.1062 -0.2509
O -1.26450 2.79799 -3.86925 -0.4728 1.3796 -0.7352
C 1.03775 -0.69553 1.80801 0.4522 2.8201 0.1079
H 0.00638 -0.37358 1.66404 0.6189 0.0560 0.0286
C 4.51829 -3.12994 -0.91513 -0.2758 0.2661 0.0963
H 4.93415 -4.04734 -0.49856 0.5579 -0.1054 -0.0563
O -3.91475 0.58037 2.55399 -0.4127 0.0808 -0.8650
C -2.92767 1.30156 0.44578 0.1488 -0.3380 -0.5466
C 2.23480 -2.82120 1.99036 -0.8098 -0.0719 -0.2808
C 3.55210 -2.52593 1.21715 -1.1529 -1.5443 -0.5494
O 3.37278 -2.78915 -0.20515 -0.7670 0.6087 1.4217
C 1.95786 0.26991 0.95741 0.4164 -0.7311 -0.3970
C 3.12779 0.62921 -1.13856 -0.9438 -0.8467 1.7196
H -1.05039 1.00679 -3.07907 -0.1532 -0.3603 -0.2324
H -3.66576 2.06168 0.18977 -0.5944 0.0578 1.2363
H -2.71023 2.99887 -1.55617 -0.4678 -0.0536 0.2541
H 4.22750 -3.29740 -1.95219 -0.1448 -0.1582 0.0396
H -4.05064 -0.56814 0.73524 -1.0140 0.4122 -0.0678
H -2.57983 -0.62284 1.43885 0.6545 0.5364 0.3678
C -3.38393 0.09666 1.28445 -0.2698 0.0230 0.3322
H -2.73949 4.28311 -3.47155 0.1305 -0.0554 0.3848
H -3.04777 -0.71888 3.80148 0.0186 -0.3885 0.5775
H -4.65143 -1.24289 3.24680 -0.1626 -0.1857 -0.0510
H 4.21750 -3.30198 1.59541 0.5290 0.0120 0.1335
H 1.97956 -3.88082 1.97691 0.1678 -0.3223 -1.0652
C -4.06067 -0.38706 3.57338 0.6280 0.3664 -1.0384
H 3.97129 -1.55010 1.46236 -0.0813 0.1671 -0.4193
H 3.17713 0.29987 -2.17644 -0.4980 0.0460 0.0743
H 2.37140 -2.79286 3.07139 0.7792 1.0485 0.5013
H 4.09427 0.39107 -0.69437 0.5068 0.4067 0.1022
H -1.70895 0.31566 -0.74370 -0.2032 0.0675 -1.0051
O 2.14158 -0.12178 -0.41041 0.2825 -0.0134 -0.2788
H -1.07946 2.46474 -1.25707 0.4722 0.1751 -0.0983
H -4.55027 0.08694 4.42410 0.1544 0.0012 0.0082
C -2.04940 2.13514 -1.62946 -0.6488 -1.6908 -0.9386
C -1.85743 1.73623 -3.14765 1.4994 0.1392 1.7179
H 2.86530 1.68094 -1.02431 0.3800 0.3046 -0.3765
H 5.22365 -2.29930 -0.93988 0.5001 -0.0269 0.2067
H 1.58318 1.29158 1.02000 -0.5839 0.1220 -0.0583
H 2.96429 0.35711 1.36678 0.3737 -0.2461 0.5198
H -2.66983 1.28470 -3.71705 -0.5269 0.1792 0.4286
H 1.08755 -0.42938 2.86385 1.4343 0.0485 0.8435
H 0.31496 -2.25793 2.28426 -0.4160 -1.4264 -0.2310
H -1.70406 4.56954 -4.85930 0.2551 -0.1812 0.0190
H -2.09055 1.72535 1.00052 0.1981 0.5419 0.3708
N 1.01235 -2.09539 1.57199 1.4300 -0.7149 0.6443
Cl -0.55242 -0.48159 -0.17820 1.5211 -2.5657 -1.1578
```
Forces are in eV/Å.

E_tot, eV: -36618.2318
Charge: -1

Mulliken atomic charge list, values in e, 6 entries:
1. C -0.694
2. N -0.498
3. H 0.284
4. O -0.340
5. C -1.110
6. H 0.323

ORCA calculation (wB97M-V/def2-TZVPD) on a structure of composition C12H30CrF4MnN2O4 at a distorted geometry.

```
54
Properties=species:S:1:pos:R:3:forces:R:3
O 1.65728 -2.81781 0.24959 1.5461 0.4101 0.2525
H -5.22228 0.97591 -5.32636 0.4172 -0.2183 0.2662
H 0.84719 -4.24318 -0.82316 0.0189 -0.0347 -0.3105
H 3.87992 -1.33826 7.17105 -0.0273 0.2289 -0.0916
H 3.36068 -1.71275 -0.36121 -0.8846 0.3279 -0.3865
H -5.91255 2.47841 -4.98295 0.2282 0.4984 0.2791
H 3.90254 -0.89813 1.74745 -0.1419 0.2959 0.7560
Mn 0.13768 -2.31349 1.82791 -1.5517 -0.7245 -2.1653
C 2.80182 -1.50235 7.15795 -0.3421 0.0659 0.8053
H -4.28678 2.33492 -0.97965 0.0548 0.2762 0.3212
H 1.85207 -3.20045 -1.81439 0.1851 0.3525 0.1891
C -4.31211 3.05156 -2.94352 -1.2004 0.0512 -0.4334
H -3.32840 3.83449 -1.18136 0.4841 -0.1673 0.0874
F -0.41007 -0.61501 0.73253 -0.1833 1.1187 0.3598
O -4.47415 1.80680 -3.60921 0.9791 -0.2653 0.1759
C -4.95296 1.95365 -4.92626 -0.6687 -0.5562 -0.6001
F -0.12964 2.10702 0.09252 -1.4078 -0.5987 0.2374
C 2.87907 -2.16352 0.51990 1.9931 0.2176 -0.2808
H -0.86953 3.33855 -2.15000 -0.4878 -0.2686 1.0863
C 2.83600 -1.07604 1.58899 -0.2728 -1.0182 -1.5262
H 3.77074 -0.99940 4.61620 0.3943 0.5427 0.1299
C 1.80050 -3.71138 -0.85195 -2.0765 -1.0122 -0.5650
H 0.90891 -0.67958 -3.23893 -0.0403 0.0250 -0.0202
F -1.25630 -3.31715 0.77673 1.6652 0.7083 1.5946
H 2.26686 -0.88108 7.88278 0.4600 0.4916 -0.0582
Cr -1.44570 0.79155 -0.23776 1.4314 -2.9670 -3.1275
H 0.63565 1.83296 -3.22370 -0.1208 0.5147 0.2530
H -2.96714 1.26159 -2.45704 0.4851 -0.8973 0.3900
H -0.71521 0.92667 -3.88112 0.0526 0.1407 -0.1532
H -1.75130 3.01354 -3.51379 -0.5135 -0.5526 -0.1545
H -5.35960 3.32396 -2.77611 0.2772 0.8719 0.4911
C -3.57228 2.86709 -1.61091 -1.1772 -1.1298 -0.3395
C -0.36828 1.47605 -2.99893 -0.7705 -1.3197 -0.4507
H 2.61759 -2.49771 7.56661 0.0360 -0.2755 -0.6562
H 2.56413 -4.49020 -0.83360 0.4736 0.4814 0.7742
C 1.93787 -0.33871 3.73657 -0.7301 0.5539 -0.6545
H 0.85028 -1.19983 -1.54655 -0.0660 0.1107 0.1032
C 0.89349 -0.33573 -2.20341 -0.0638 -0.2987 0.3613
O -0.28279 0.43694 -1.98948 -0.2117 0.8980 0.3010
H 2.96379 0.46792 5.43747 0.6853 0.1533 -0.4286
H 1.77502 0.27659 -2.00249 0.0411 -0.0447 0.0471
N 2.01658 -1.49909 2.74307 0.9938 1.3225 1.2254
H 3.71844 -2.84401 0.72764 -0.6854 -0.7476 0.6255
H -3.86291 3.79090 -3.61309 0.1668 -0.0016 0.0643
H 2.41653 -0.19328 1.10530 -0.3227 0.1453 0.5407
F -2.43920 -0.73557 -0.99066 0.5720 2.2377 1.3310
N -2.46430 1.87990 -1.80880 -0.0424 1.6314 0.2489
C 2.84958 -0.50466 4.95160 -1.3973 -0.2890 0.5798
H -4.22003 2.39406 -5.60582 0.0341 0.2401 0.1586
H 0.86433 -0.24558 3.89392 0.1858 0.2699 1.0466
O 2.20138 -1.32541 5.89290 -0.4849 -1.1061 -0.4998
C -1.41431 2.50799 -2.60420 2.0425 0.7259 -0.7820
H 2.57846 -2.05923 3.38351 -0.0753 -1.1895 -0.9193
H 2.23346 0.60950 3.28423 0.0431 -0.2250 -0.4786
```
Forces are in eV/Å.

E_tot, eV: -94707.0021
Charge: +1
2S+1: 9

Mulliken atomic charge list, values in e, 6 entries:
1. O -0.096
2. H 0.272
3. H 0.338
4. H 0.331
5. H 0.396
6. H 0.314

Question: The highest E_tot belongs to which entry?
Answer: C12H30ClN2O4

Question: Number 1 is which compound?
Answer: C12H30ClLi2N2O4